# 1
# C52H36N7OOsS

C52H36N7OOsS as an isolated structure at a distorted geometry (wB97M-V/def2-TZVPD, the Open Molecules 2025 dataset).

Last column: Löwdin charge in e.
Atoms and positions in Å:
Os 0.03054 0.37213 0.03781  1.627
C -2.98506 4.53363 -5.72579  -0.067
C -2.00366 5.05103 -4.89439  -0.061
C -1.53916 4.30643 -3.82569  -0.029
C -2.02706 3.01863 -3.60519  -0.221
C -3.01136 2.50503 -4.44279  -0.028
C -3.50266 3.27123 -5.48449  -0.060
C -1.44986 2.22203 -2.49869  -0.030
C -0.56566 1.19223 -2.84319  -0.198
C -0.21566 0.85803 -4.18809  0.036
C 0.90184 0.08813 -4.12849  0.035
C 1.22004 -0.08417 -2.74449  -0.208
N 0.27004 0.53553 -1.97579  -0.052
C 2.40164 -0.65337 -2.25359  -0.032
C 2.67144 -0.87217 -0.89679  -0.223
C 3.80994 -1.60447 -0.41979  0.039
C 3.68254 -1.70937 0.92521  0.043
C 2.47394 -1.02877 1.27991  -0.204
C 2.01914 -0.85207 2.58701  -0.036
C 2.86774 -1.33847 3.69851  -0.224
C 2.96394 -2.68337 4.03451  -0.027
C 3.76824 -3.07397 5.09271  -0.064
C 4.49224 -2.13427 5.80861  -0.067
C 4.41654 -0.79517 5.45851  -0.060
C 3.60954 -0.39677 4.41021  -0.028
C 0.89084 -0.10117 2.93331  -0.205
N 0.08464 0.58603 2.06351  -0.050
C -0.75396 1.35403 2.82571  -0.212
C -1.59536 2.36893 2.35371  -0.039
C -2.37156 3.11093 3.36491  -0.221
C -3.37286 2.43533 4.05861  -0.028
C -4.14066 3.10523 4.99151  -0.058
C -3.88966 4.44033 5.26611  -0.067
C -2.87586 5.10993 4.60021  -0.062
C -2.12436 4.45253 3.64201  -0.031
C -1.75676 2.71073 1.00831  -0.210
C -2.60596 3.76243 0.53271  0.044
C -2.56976 3.71973 -0.82419  0.042
C -1.69766 2.63993 -1.18699  -0.206
N -1.21336 2.04613 -0.05519  -0.036
C -0.52216 1.08143 4.21111  0.035
C 0.48924 0.17583 4.27711  0.028
N 1.87744 -0.53297 0.15581  -0.054
C 3.48134 -0.97077 -3.21009  -0.207
C 4.68914 -0.27457 -3.10849  -0.028
C 5.71574 -0.51827 -4.00459  -0.060
C 5.56024 -1.46957 -5.00209  -0.066
C 4.37134 -2.17607 -5.09939  -0.061
C 3.33724 -1.92447 -4.21349  -0.039
H -3.34896 5.11133 -6.56049  0.109
H -1.59436 6.03383 -5.07479  0.110
H -0.77156 4.70033 -3.17239  0.126
H -3.39366 1.51083 -4.26639  0.127
H -4.28836 2.87773 -6.11159  0.111
H -0.74216 1.19013 -5.06069  0.120
H 1.46134 -0.31907 -4.94749  0.115
H 4.58514 -2.01637 -1.03509  0.125
H 4.34194 -2.20037 1.61311  0.123
H 2.40094 -3.41607 3.47391  0.121
H 3.83794 -4.11917 5.34991  0.109
H 5.11044 -2.43907 6.63981  0.109
H 4.99314 -0.06237 6.00071  0.110
H 3.55704 0.64213 4.11521  0.129
H -3.54966 1.39093 3.83921  0.129
H -4.92876 2.57693 5.50671  0.112
H -4.48406 4.95713 6.00161  0.108
H -2.67026 6.14403 4.83431  0.110
H -1.32306 4.96413 3.12751  0.125
H -3.16466 4.43163 1.15871  0.123
H -3.10516 4.34173 -1.51629  0.126
H -1.04496 1.54063 5.02631  0.122
H 0.93024 -0.25937 5.15311  0.123
H 4.81604 0.47553 -2.33859  0.126
H 6.64484 0.02993 -3.92269  0.111
H 6.36394 -1.65457 -5.69899  0.109
H 4.25024 -2.93347 -5.86099  0.111
H 2.42044 -2.49107 -4.28069  0.121
N -2.20696 -0.54107 0.31151  0.112
C -3.17056 -1.02627 -0.12389  -0.206
C -4.31566 -1.61387 -0.59909  -0.276
C -5.54506 -0.94807 -0.56469  -0.237
N -6.56256 -0.41417 -0.55009  0.150
C -4.27136 -2.91457 -1.10489  -0.278
N -4.22416 -3.99167 -1.50859  0.158
O -0.06566 -2.17577 -0.42299  -0.605
S -1.10546 -3.17997 -0.81359  0.979
C -1.59756 -3.96357 0.78591  -0.282
C -1.33416 -5.44957 0.65011  -0.226
C -0.03586 -5.58337 -0.13559  -0.229
C -0.15776 -4.67247 -1.34239  -0.273
H -2.64326 -3.73747 0.97971  0.082
H -0.97306 -3.48417 1.54021  0.098
H -2.15626 -5.91927 0.10921  0.119
H -1.25336 -5.91627 1.63191  0.121
H 0.14354 -6.61487 -0.43609  0.121
H 0.80044 -5.25357 0.48221  0.114
H -0.74056 -5.12337 -2.14229  0.096
H 0.80434 -4.34357 -1.72539  0.091

Summary:
- net charge = +1
- Kohn-Sham gap (spin up / spin down) (eV) = 4.71 / 4.73
- DFT total energy (eV) = -80280.89856



# 2
# C52H37CdN3S2Te

C52H37CdN3S2Te as an isolated structure at a distorted geometry (wB97M-V/def2-TZVPD, the Open Molecules 2025 dataset).

Last column: Löwdin charge in e.
Atoms and positions in Å:
Cd -0.57998 0.35679 0.64280  1.388
C -1.34645 1.99420 2.27355  -0.288
C -1.76420 0.69377 2.72840  -0.288
C -0.86412 0.29618 3.73113  -0.230
C 0.09596 1.29972 3.88644  -0.194
C -0.19796 2.34169 3.00124  -0.211
H -1.94783 2.66429 1.67530  0.074
H -2.73420 0.25181 2.53072  0.072
H -0.93287 -0.60842 4.31828  0.075
H 0.92178 1.27775 4.58165  0.085
H 0.33742 3.27792 2.91785  0.083
C -1.24895 -3.30510 -1.82961  -0.091
C -0.15262 -3.31824 -2.67796  -0.089
C 0.81622 -2.34083 -2.55784  -0.049
C 0.68012 -1.31665 -1.61413  -0.245
C -0.42301 -1.29078 -0.74496  -0.229
C -1.35566 -2.31805 -0.86235  -0.171
C 1.72643 -0.27993 -1.49816  -0.261
C 2.64111 -0.01947 -2.55372  0.004
C 3.65804 0.86808 -2.36795  0.003
C 3.79459 1.52500 -1.12542  -0.155
C 4.85351 2.40440 -0.82280  -0.035
C 4.90379 3.03291 0.38975  -0.097
C 3.89222 2.81301 1.34286  -0.088
C 2.86299 1.94835 1.08890  -0.043
C 2.79712 1.27499 -0.15142  -0.258
N 1.80406 0.38073 -0.35907  0.011
H -2.00970 -4.07213 -1.90390  0.102
H -0.04769 -4.09613 -3.42261  0.100
H 1.69561 -2.40290 -3.18495  0.099
H -2.18907 -2.36773 -0.16987  0.058
H 2.51535 -0.51705 -3.50319  0.104
H 4.37415 1.07194 -3.15431  0.118
H 5.62357 2.56411 -1.56648  0.113
H 5.72703 3.69205 0.62780  0.104
H 3.93278 3.33228 2.29063  0.109
H 2.08923 1.75119 1.82329  0.079
S -5.23077 -2.70894 -0.41467  1.057
C -6.56387 -3.61695 -0.98433  -0.407
C -7.21521 -2.98579 -1.99622  -0.184
C -6.63077 -1.74374 -2.32853  -0.118
C -5.53999 -1.43571 -1.55950  -0.462
C -4.65103 -0.29108 -1.62015  -0.192
C -3.72268 -0.06410 -0.58046  -0.120
N -2.77858 0.83815 -0.61405  0.081
C -2.70738 1.67065 -1.66747  -0.149
C -3.68443 1.64217 -2.68747  -0.132
C -3.65789 2.64001 -3.70899  -0.019
C -2.69932 3.59115 -3.72648  -0.020
C -1.65850 3.61068 -2.74800  -0.133
C -0.65273 4.58084 -2.75077  0.055
C 0.33597 4.55500 -1.78158  -0.188
C 0.28355 3.49756 -0.84689  -0.084
N -0.64495 2.57509 -0.82353  0.096
C -1.63891 2.62763 -1.73328  -0.146
C 1.38437 5.55650 -1.71761  -0.466
C 1.70407 6.51885 -2.64046  -0.121
C 2.78919 7.33090 -2.24903  -0.183
C 3.27992 6.98754 -1.02821  -0.401
S 2.43287 5.66909 -0.33825  1.072
C -4.63366 0.61350 -2.66703  0.059
H -6.79140 -4.56158 -0.52393  0.065
H -8.08061 -3.39766 -2.48959  0.103
H -7.01848 -1.10456 -3.10563  0.109
H -3.77971 -0.66001 0.32459  0.086
H -4.43924 2.63061 -4.45709  0.116
H -2.69171 4.35934 -4.48795  0.115
H -0.66652 5.35722 -3.50333  0.121
H 1.05210 3.41378 -0.08563  0.080
H 1.19540 6.62772 -3.58480  0.107
H 3.19536 8.12465 -2.85498  0.103
H 4.10056 7.42385 -0.48737  0.065
H -5.33069 0.53299 -3.49089  0.124
Te 1.83921 -1.78329 1.88884  1.376
C 2.88766 -2.87958 3.42573  -0.509
C 2.42885 -2.89359 4.73598  -0.140
C 3.15171 -3.53914 5.72709  -0.093
C 4.34344 -4.17630 5.41815  -0.097
C 4.80007 -4.17793 4.10974  -0.097
C 4.07473 -3.53310 3.11974  -0.153
C 0.50314 -3.42764 1.62684  -0.523
C 0.84664 -4.47738 0.78770  -0.142
C -0.01344 -5.55237 0.63163  -0.093
C -1.21906 -5.58697 1.31585  -0.094
C -1.56532 -4.53633 2.15169  -0.091
C -0.70810 -3.45622 2.30137  -0.147
H 1.50183 -2.39218 4.98225  0.092
H 2.79042 -3.53835 6.74671  0.101
H 4.91724 -4.66666 6.19343  0.099
H 5.72804 -4.67744 3.86455  0.100
H 4.43443 -3.53435 2.09852  0.085
H 1.78362 -4.44965 0.24630  0.096
H 0.25911 -6.37060 -0.02227  0.103
H -1.88795 -6.42928 1.19303  0.099
H -2.50164 -4.55902 2.69565  0.102
H -0.98769 -2.62774 2.94108  0.079

Summary:
- net charge = 0
- Kohn-Sham gap (eV) = 6.11
- DFT total energy (eV) = -92522.64999
- ΔE to the lowest compared entry with this formula, charge and spin (kJ/mol) = 8.3



Which molar mass belongs to each record? In order, 997.20, 1008.03 g/mol.